No. 1
# C10H12NO2

A 2-piece molecular cluster, C10H12NO2 overall (wB97M-V/def2-TZVPD, the Open Molecules 2025 dataset).

Computed properties:
net charge: +1
HOMO level: -12.5 eV
energy relative to the best compared isomer or geometry (same formula, charge and spin): 96.4 kcal per mole
HOMO-LUMO gap: 7.7 eV
E: -16138.21727 eV

Atoms and positions in Å:
C (-2.2445, 0.6030, 1.1705)
C (-2.2385, 1.9850, 0.8918)
C (-1.6405, -0.3569, 0.3242)
C (-1.6695, 2.3888, -0.2628)
C (-0.9734, 0.0277, -0.8162)
C (-0.9786, 1.4615, -1.1168)
C (-0.4292, 1.8395, -2.3368)
C (1.4588, -2.0511, 1.1323)
C (1.3968, -1.9056, -0.4379)
C (1.5207, -0.5273, 1.1054)
N (1.1227, -0.5261, -0.3164)
O (0.1432, 2.2022, -3.2515)
O (1.7055, 0.3726, -1.2221)
H (-2.6672, 0.3988, 2.1278)
H (-2.6460, 2.7706, 1.5607)
H (-1.5664, -1.4110, 0.6427)
H (-1.5647, 3.3550, -0.6256)
H (-0.5994, -0.7066, -1.5146)
H (0.5962, -2.6256, 1.4555)
H (2.4380, -2.4324, 1.6192)
H (2.2600, -2.4168, -1.0158)
H (0.4394, -2.4156, -0.8836)
H (0.8665, 0.1066, 1.7184)
H (2.6260, -0.3648, 1.1962)
H (2.6439, 0.2285, -1.1445)

Cartesian forces (eV/Å) of the 6 atoms listed first:
C 0.9763 -0.0454 -0.6766
C -0.2454 0.5438 0.0755
C -0.9463 0.1780 2.0332
C 1.4778 -1.2813 -1.3014
C -0.0066 1.5687 -0.8869
C -0.8450 -2.0413 -0.2417

These are the natural (NBO) partial charges, in e, on atoms 1 to 8: atom 1 (C): -0.074, atom 2 (C): -0.247, atom 3 (C): -0.262, atom 4 (C): -0.081, atom 5 (C): -0.004, atom 6 (C): -0.362, atom 7 (C): 0.927, atom 8 (C): -0.423

---

No. 2
# C17H48AsF6O7

C17H48AsF6O7 as an isolated structure (wB97M-V/def2-TZVPD, the Open Molecules 2025 dataset).

Computed properties:
net charge: -1
HOMO level: -8.3 eV
energy relative to the best compared isomer or geometry (same formula, charge and spin): 65.7 kcal per mole
HOMO-LUMO gap: 10.5 eV
E: -109886.50726 eV

Atoms and positions in Å:
As (6.2413, 1.3551, 5.8911)
F (7.7325, 0.3910, 5.8846)
F (6.3951, 1.8478, 7.6683)
F (4.6887, 2.2791, 5.9301)
F (5.8854, 0.9314, 4.1794)
F (5.2497, -0.0772, 6.4105)
F (7.0808, 2.8518, 5.3182)
C (5.7860, 8.9323, 0.9958)
C (6.4929, 7.6951, 0.5392)
O (5.6878, 7.2946, -0.5307)
H (5.7264, 9.6526, 0.1798)
H (6.3578, 9.4020, 1.7961)
H (4.7491, 8.8018, 1.3054)
H (6.6988, 6.9626, 1.3196)
H (7.4840, 7.9558, 0.1679)
H (4.8146, 7.1400, -0.1629)
C (10.2136, 1.3635, -0.2303)
C (11.3207, 1.5898, 0.7337)
O (11.5746, 0.4331, 1.5065)
H (10.4059, 0.5672, -0.9493)
H (10.0348, 2.2564, -0.8293)
H (9.2726, 1.1204, 0.2632)
H (11.1333, 2.4772, 1.3382)
H (12.2505, 1.7469, 0.1870)
H (10.9323, 0.4640, 2.2192)
C (4.3400, 9.0848, 8.1803)
C (4.8258, 8.6667, 9.5260)
O (3.7380, 8.6771, 10.4648)
H (3.6279, 8.3600, 7.7858)
H (5.1228, 8.9077, 7.4427)
H (3.9382, 10.0928, 8.0765)
H (5.5750, 9.3475, 9.9301)
H (5.1346, 7.6408, 9.3250)
H (4.0887, 8.3207, 11.2843)
C (3.3625, -6.7237, 4.9585)
C (4.2185, -6.1743, 6.0844)
O (3.3598, -5.5362, 6.9550)
H (2.8762, -5.8970, 4.4405)
H (2.5130, -7.3251, 5.2822)
H (3.9565, -7.3377, 4.2816)
H (4.8928, -5.4303, 5.6603)
H (4.7344, -6.9448, 6.6574)
H (3.6587, -4.6246, 6.9213)
C (11.1097, 3.8094, 10.6684)
C (10.8073, 5.1544, 9.9525)
C (11.0485, 6.3278, 10.8421)
O (11.6617, 5.1393, 8.8394)
H (10.4451, 3.5452, 11.4910)
H (12.0728, 3.8988, 11.1709)
H (11.1128, 2.9628, 9.9819)
H (9.7744, 5.0729, 9.6139)
H (10.4026, 6.2643, 11.7178)
H (10.8428, 7.3095, 10.4156)
H (12.0861, 6.3321, 11.1760)
H (11.2589, 4.6183, 8.1408)
C (3.2214, 0.9064, 13.7176)
C (4.6470, 0.3986, 13.7518)
C (4.7922, -0.7821, 12.7791)
O (5.4116, 1.4992, 13.3270)
H (2.5267, 0.1018, 13.9588)
H (2.9670, 1.2588, 12.7180)
H (2.9997, 1.7498, 14.3715)
H (4.9037, 0.1936, 14.7911)
H (4.2339, -1.6736, 13.0647)
H (5.8397, -1.0801, 12.7353)
H (4.4975, -0.6198, 11.7423)
H (5.2163, 1.6646, 12.4018)
C (-0.9604, -0.1538, 3.8782)
C (-0.0237, 0.3429, 2.8060)
C (-0.6679, 0.2475, 1.3709)
O (0.0616, 1.7302, 3.0762)
H (-0.8219, 0.2675, 4.8740)
H (-0.9039, -1.2397, 3.9536)
H (-1.9697, 0.1051, 3.5582)
H (0.9583, -0.1298, 2.7839)
H (-0.7212, -0.7428, 0.9188)
H (-0.1143, 0.8822, 0.6790)
H (-1.6882, 0.6307, 1.3549)
H (0.7247, 1.8686, 3.7564)

Cartesian forces (eV/Å) of the 6 atoms listed first:
As -2.0517 0.6129 0.4941
F -1.2075 0.9991 0.1452
F 0.4494 -0.7522 -2.2856
F 1.3234 -0.5630 -0.2144
F 0.6279 0.2546 1.4730
F 1.3669 1.1313 -0.4309

These are the Löwdin partial charges, in e, on atoms 1 to 8: atom 1 (As): 0.921, atom 2 (F): -0.291, atom 3 (F): -0.340, atom 4 (F): -0.329, atom 5 (F): -0.315, atom 6 (F): -0.330, atom 7 (F): -0.316, atom 8 (C): -0.113